91
Properties=species:S:1:pos:R:3:forces:R:3:lowdin_charge:R:1 method="wB97M-V/def2-TZVPD" lumo_energy_ev="-8.99 / -9.03" fmax_ev_per_a=3.88 gap_ev="2.219 / 2.182" charge=+2
Ce -3.24749 0.10826 2.57280 -2.80 -0.17 -0.47 1.515
C -3.04175 -2.00231 0.13829 0.59 0.14 0.58 -0.096
C -1.79857 -1.90670 0.67962 -0.70 0.26 0.14 -0.125
C -0.65540 -1.10127 0.10672 0.64 -0.33 -0.13 -0.175
C -0.47408 0.36020 0.57175 0.27 0.12 0.27 -0.151
C -1.69220 1.24745 0.70693 -0.42 -0.10 -0.84 -0.191
C -2.84123 1.13312 -0.01900 1.15 0.60 -0.10 -0.133
C -2.98467 0.23053 -1.21497 -0.31 -0.15 -0.59 -0.143
C -3.57846 -1.17909 -0.98477 -0.50 0.16 -0.48 -0.153
C -3.79106 2.09435 3.50132 0.27 -0.62 -0.17 -0.171
H -3.74530 -2.74318 0.53857 0.28 0.20 0.00 0.127
H -1.56155 -2.53614 1.55062 -0.05 -0.01 -0.39 0.126
H -0.63150 -1.13059 -0.99977 -0.22 -0.17 0.65 0.123
H 0.27183 -1.60620 0.43686 -0.39 0.14 -0.30 0.126
H 0.04756 0.39346 1.54547 -0.01 -0.10 -0.28 0.130
H 0.25363 0.77800 -0.15074 -0.31 0.28 0.40 0.144
H -1.58143 2.07687 1.43454 -0.22 -0.23 -0.28 0.135
H -3.64483 1.87014 0.14494 0.27 -0.32 0.13 0.131
H -2.04653 0.13044 -1.78595 -0.28 0.31 0.49 0.132
H -3.69291 0.71591 -1.90760 0.30 -0.04 0.23 0.140
H -4.65838 -1.08631 -0.78618 0.32 -0.06 -0.30 0.108
H -3.47105 -1.67554 -1.96952 -0.16 -0.18 0.57 0.154
H -4.80541 1.92661 3.89023 0.14 0.12 -0.06 0.060
H -3.74366 2.92977 2.79862 -0.07 0.05 0.13 0.066
H -3.04611 2.17012 4.30569 0.00 0.20 0.08 0.058
P 4.47346 2.08884 -1.19452 2.23 2.89 -1.31 1.045
P 4.50937 -0.94765 -0.80225 1.28 -2.32 -1.49 1.012
N 3.75751 3.18106 -2.33116 -1.40 0.19 -0.39 -0.301
N 5.83723 3.23380 -0.78390 -0.37 -0.58 0.98 -0.248
N 3.66851 -1.68838 -2.16053 -1.01 0.26 -0.23 -0.263
N 5.38581 -2.39417 -0.33780 0.47 -0.02 0.99 -0.290
C 5.43349 1.11925 -2.44552 0.19 -0.43 0.13 -0.384
C 5.87419 -0.21549 -1.83124 -0.05 0.27 0.22 -0.387
C 2.35846 3.26401 -2.41861 0.85 0.76 -1.30 -0.170
C 2.03840 4.01102 -3.54771 0.88 -0.62 0.85 -0.095
C 3.27730 4.40283 -4.16640 0.02 -0.52 0.68 -0.074
C 4.30987 3.87946 -3.41024 -0.88 -0.14 0.11 -0.116
C 5.93992 3.75376 0.51300 1.07 0.35 -0.62 -0.164
C 7.11435 4.49650 0.61292 -0.79 -0.63 -0.46 -0.093
C 7.76548 4.43827 -0.66308 -1.26 -0.75 -0.28 -0.074
C 6.95243 3.67371 -1.50185 0.42 0.31 1.04 -0.159
C 2.27612 -1.82135 -2.13234 0.52 -0.19 -0.72 -0.173
C 1.84967 -2.33070 -3.34465 0.25 0.22 0.43 -0.101
C 3.00736 -2.51964 -4.16443 0.66 0.41 1.06 -0.066
C 4.11106 -2.12866 -3.41090 -1.31 0.00 -0.10 -0.138
C 5.97722 -3.40840 -1.10162 0.22 0.02 0.75 -0.129
C 6.78736 -4.16971 -0.27681 -0.54 0.76 0.06 -0.078
C 6.73044 -3.59436 1.04104 -0.72 0.76 -0.62 -0.088
C 5.87739 -2.50023 0.97657 0.39 -1.09 -0.89 -0.162
H 6.32565 1.69714 -2.71933 -0.44 -0.24 -0.13 0.059
H 4.82188 0.95903 -3.35211 0.09 0.09 0.48 0.097
H 6.16812 -0.91237 -2.62881 0.09 0.18 0.56 0.066
H 6.72841 -0.08427 -1.14320 -0.26 -0.02 -0.26 0.099
H 1.75378 2.77746 -1.67227 -0.08 0.03 0.00 0.063
H 1.04594 4.23354 -3.88852 -0.14 0.12 -0.06 0.082
H 3.38073 4.99634 -5.06633 0.04 -0.09 0.21 0.100
H 5.38385 3.95477 -3.53383 -0.42 0.03 0.00 0.094
H 5.16125 3.55179 1.23388 0.12 0.01 -0.01 0.084
H 7.46440 5.02265 1.49122 -0.09 -0.11 -0.13 0.093
H 8.70785 4.89236 -0.94065 -0.21 -0.03 0.01 0.099
H 7.09477 3.43659 -2.54433 0.09 0.00 0.19 0.085
H 1.73884 -1.54698 -1.23035 0.15 -0.07 -0.28 0.054
H 0.82300 -2.55070 -3.61815 0.23 0.04 0.04 0.087
H 3.03831 -2.89547 -5.17641 0.00 0.00 0.13 0.101
H 5.15796 -2.15712 -3.66442 -0.19 0.07 -0.08 0.097
H 5.76908 -3.50458 -2.15940 0.02 -0.09 0.36 0.088
H 7.35838 -5.04397 -0.57020 -0.16 0.23 0.02 0.100
H 7.24857 -3.94166 1.91950 -0.01 0.02 -0.01 0.092
H 5.57125 -1.78107 1.71783 0.01 -0.05 0.10 0.086
C -7.64812 -2.57412 5.07236 -0.60 0.08 0.35 -0.074
N -6.68342 -2.39014 4.03747 1.73 1.12 -0.04 -0.281
C -6.68641 -3.33381 2.96464 -0.41 -0.20 -0.36 -0.066
C -6.02939 -1.10256 3.85228 -1.92 -1.05 0.72 -0.181
C -6.50909 -0.36154 2.63301 -0.40 0.40 0.15 -0.254
C -7.90654 -0.16825 2.50734 0.22 0.03 -0.19 0.004
C -8.44975 0.39359 1.35030 0.51 -0.04 0.33 -0.023
C -7.56959 0.79697 0.34136 0.60 -0.08 0.07 -0.036
C -6.17504 0.66747 0.51245 -0.66 0.49 -0.48 -0.102
C -5.62278 0.14196 1.68106 1.21 -0.59 0.29 -0.185
H -7.67177 -3.63174 5.35703 0.01 0.22 0.12 0.098
H -8.66398 -2.30102 4.74153 0.04 -0.06 0.18 0.089
H -7.39079 -1.96265 5.94381 -0.09 -0.20 -0.07 0.097
H -7.50279 -3.14716 2.24369 0.23 -0.10 -0.02 0.100
H -5.73255 -3.31816 2.41765 -0.12 -0.04 0.10 0.080
H -6.84594 -4.33543 3.38780 0.17 0.20 -0.24 0.101
H -6.27526 -0.49931 4.74080 0.41 -0.21 -0.09 0.143
H -4.92304 -1.29478 3.84686 0.45 0.09 -0.09 0.064
H -8.57003 -0.45378 3.32915 0.28 -0.11 -0.32 0.125
H -9.53358 0.51709 1.23986 0.53 -0.04 0.06 0.130
H -7.96561 1.23428 -0.57358 0.18 -0.13 0.15 0.121
H -5.53845 0.99793 -0.30341 -0.15 0.08 0.05 0.082



80
Properties=species:S:1:pos:R:3:forces:R:3:lowdin_charge:R:1 method="wB97M-V/def2-TZVPD" lumo_energy_ev=0.11 fmax_ev_per_a=3.18 gap_ev=8.619 de_lowest_ev=0.000 charge=0
Be 0.73368 -1.28046 -0.13949 -0.73 1.34 1.88 0.055
C -1.91517 2.44328 -1.07950 -0.30 -0.49 -0.35 -0.097
C -2.23630 1.59642 -2.06721 -0.40 -0.13 0.67 -0.077
C -1.36554 0.99260 -3.13198 0.11 -0.25 -0.44 -0.215
C -0.49294 -0.22014 -2.75086 -0.57 -0.33 0.17 -0.168
C 0.58077 0.01432 -1.71941 0.38 1.23 -1.20 -0.144
C 1.04475 1.23476 -1.34140 0.40 -1.97 0.43 -0.053
C 0.57600 2.59326 -1.69697 0.21 1.15 0.27 -0.177
C -0.60886 3.12824 -0.86071 0.44 -0.11 0.21 -0.174
C 2.06958 -2.03729 0.48742 0.43 -0.35 -0.39 -0.174
H -2.66298 2.64981 -0.31035 -0.03 0.12 -0.39 0.108
H -3.27495 1.23802 -2.13703 0.44 0.15 0.41 0.110
H -0.70243 1.72799 -3.57892 -0.39 -0.10 -0.33 0.082
H -2.04896 0.62506 -3.90677 0.21 0.17 0.12 0.093
H -1.15375 -1.02920 -2.38929 0.22 0.25 -0.23 0.082
H -0.01491 -0.60143 -3.67452 -0.18 0.09 0.30 0.122
H 1.23358 -0.90492 -1.63436 0.01 0.75 0.13 0.115
H 1.86449 1.26496 -0.61029 -0.26 -0.32 -0.33 0.096
H 0.36719 2.73520 -2.75684 0.20 -0.02 0.29 0.103
H 1.42162 3.25554 -1.45660 -0.20 -0.08 -0.20 0.121
H -0.36797 3.09170 0.21367 0.07 -0.08 -0.27 0.093
H -0.68250 4.19963 -1.09067 -0.22 -0.13 0.01 0.120
H 2.17318 -1.59036 1.49157 0.29 -0.31 -0.45 0.014
H 2.89086 -1.72736 -0.17423 0.42 -0.38 0.47 0.004
H 2.00645 -3.12715 0.56563 0.34 0.12 -0.03 0.003
P 1.36246 -1.07259 -8.09300 2.21 -0.18 -2.28 1.069
P -1.77221 -0.73832 -7.79444 -2.11 1.71 -1.31 1.052
N 2.83116 -0.10575 -8.16253 0.12 0.88 0.53 -0.282
N 2.04029 -2.38069 -9.12522 -0.70 -0.74 0.09 -0.255
N -1.98212 1.01910 -7.63489 1.13 0.45 0.49 -0.257
N -3.46588 -1.03108 -8.26431 -0.26 -0.89 -0.19 -0.270
C 0.41655 -0.18496 -9.44971 0.12 -0.09 0.39 -0.392
C -1.02658 -0.69238 -9.50258 -0.08 -0.25 0.22 -0.403
C 3.40334 0.46731 -7.01194 0.13 0.07 -0.92 -0.154
C 4.44081 1.29212 -7.39942 -0.38 -0.34 -0.10 -0.104
C 4.52836 1.24503 -8.83266 -1.28 -0.92 0.22 -0.081
C 3.51781 0.39403 -9.27629 0.60 0.65 1.09 -0.135
C 2.19543 -3.70137 -8.67992 0.28 0.26 -0.85 -0.154
C 2.72428 -4.47090 -9.70432 -0.24 0.82 0.28 -0.100
C 2.90222 -3.60677 -10.83763 -0.62 0.82 0.98 -0.083
C 2.45316 -2.34632 -10.45833 0.18 -1.10 0.21 -0.161
C -1.68410 1.66355 -6.42647 -0.45 0.48 -0.89 -0.151
C -1.88503 3.02722 -6.57952 0.18 -0.80 0.09 -0.088
C -2.23985 3.25522 -7.94271 0.05 -1.34 -0.26 -0.080
C -2.26620 2.01356 -8.57445 0.17 0.60 0.83 -0.162
C -4.30510 -0.32051 -9.13159 -0.55 -0.90 0.06 -0.139
C -5.42357 -1.09326 -9.42705 1.35 -0.02 0.73 -0.084
C -5.26545 -2.34202 -8.72724 0.63 0.43 0.05 -0.103
C -4.06849 -2.28212 -8.03772 -0.26 0.67 -0.39 -0.163
H 0.90207 -0.31550 -10.42801 -0.15 0.13 0.45 0.063
H 0.45976 0.88462 -9.18699 -0.12 -0.27 -0.05 0.085
H -1.63437 -0.07518 -10.17772 0.09 -0.28 0.21 0.070
H -1.07370 -1.73132 -9.86485 0.07 0.22 0.00 0.087
H 2.99324 0.21656 -6.03908 0.19 0.11 -0.20 0.091
H 5.07374 1.88022 -6.74289 -0.17 -0.22 -0.11 0.092
H 5.22960 1.76704 -9.46412 -0.03 -0.03 0.04 0.090
H 3.24183 0.12058 -10.27948 0.10 0.06 0.15 0.080
H 1.91386 -3.95324 -7.67009 0.05 -0.06 -0.02 0.091
H 2.95661 -5.52704 -9.66763 -0.05 0.18 0.10 0.090
H 3.30665 -3.86711 -11.80506 -0.09 0.03 0.10 0.092
H 2.39070 -1.44927 -11.04406 0.06 -0.09 -0.05 0.075
H -1.30864 1.07456 -5.60696 -0.21 0.14 -0.07 0.054
H -1.79741 3.77439 -5.79638 0.09 -0.21 -0.23 0.095
H -2.44533 4.20467 -8.41543 0.01 -0.11 0.04 0.094
H -2.44182 1.77263 -9.61030 -0.01 0.11 0.13 0.090
H -4.07224 0.68344 -9.44016 -0.08 -0.16 0.06 0.075
H -6.24191 -0.80763 -10.07110 0.06 0.03 0.12 0.090
H -5.95455 -3.17743 -8.75185 0.17 0.14 0.10 0.090
H -3.57626 -2.99036 -7.38139 -0.17 0.06 -0.15 0.093
Cl -1.29322 -2.45194 -0.06260 -0.01 0.06 -0.15 0.809
C -1.25830 -1.16626 1.13876 -0.78 0.95 1.64 -0.636
C -0.13522 -0.38114 1.17044 0.67 -0.43 -1.48 -0.215
C 0.01509 0.63014 2.09325 -1.73 -0.33 0.89 -0.662
Cl 1.38545 1.69752 2.11105 0.08 -0.20 -0.13 0.689
C -1.01142 0.82793 3.07159 0.45 -0.59 -1.10 -0.703
Cl -0.88705 2.09291 4.21130 0.00 0.14 0.27 0.689
C -2.15795 0.01081 3.04756 0.69 -0.35 -1.29 -0.716
Cl -3.40716 0.24837 4.17004 -0.44 0.08 0.40 0.700
C -2.30984 -0.97679 2.03082 0.42 0.52 0.37 -0.702
Cl -3.76268 -1.85685 1.86213 -0.30 -0.23 0.14 0.698



54
Properties=species:S:1:pos:R:3:forces:R:3:lowdin_charge:R:1 method="wB97M-V/def2-TZVPD" lumo_energy_ev="-0.53 / -2.79" fmax_ev_per_a=7.59 gap_ev="6.466 / 6.400" spin_multiplicity=2 charge=0
C -0.51409 -5.05985 3.84450 -0.79 -0.90 0.24 -0.181
C 0.67131 -3.97532 4.17286 -0.06 -1.31 0.15 -0.655
Br -0.12878 -2.11193 3.99917 0.61 -1.20 0.24 0.547
C 2.01339 -4.13858 3.19511 -0.56 0.12 0.30 -0.184
C 1.64562 -3.82622 1.62833 -0.22 2.00 -2.07 -0.125
C 1.86788 -2.49425 0.93732 -1.48 -3.74 0.42 -0.415
Cl 2.60923 -1.04085 1.87110 -1.11 -2.35 -1.89 0.507
C 1.38792 -2.38548 -0.66116 2.09 1.78 -2.26 -0.209
O 2.13709 -1.77856 -1.58769 -4.66 -3.08 5.14 -0.051
C -0.06789 -3.14188 -0.98637 0.58 1.55 -0.44 -0.056
N -1.14098 -2.51855 -1.89585 1.73 -0.55 4.46 0.095
C -0.29016 -4.47459 -0.29465 0.56 -2.03 1.48 -0.068
N -1.55331 -5.29755 -0.42277 3.95 0.48 -0.09 0.084
C 0.93186 -5.02498 0.70586 0.57 -1.86 0.27 -0.204
O 1.30147 -6.31747 0.78083 -2.53 6.56 -0.21 -0.082
H -1.51870 -4.57119 3.43578 2.42 -0.91 0.74 0.074
H -0.17734 -5.92949 3.10213 -0.52 2.09 1.50 0.081
H -0.83560 -5.62223 4.84323 0.78 1.31 -2.04 0.087
H 0.94011 -4.11086 5.32649 -0.28 0.55 -2.75 0.108
H 2.84000 -3.39508 3.62467 -1.79 -1.69 -1.27 0.115
H 2.34792 -5.27252 3.33046 -0.61 2.51 -0.52 0.136
H -2.05594 -2.86698 -1.49095 1.22 0.26 -0.82 0.094
H -1.13770 -1.48841 -1.63552 0.20 -1.29 -0.94 0.102
H -1.36655 -6.18334 0.11349 -0.24 1.20 -0.54 0.098
H -1.74020 -5.60031 -1.40376 0.13 0.70 0.83 0.104
C -1.48491 5.16716 -1.16357 0.33 0.19 -0.09 -0.048
C -1.53053 3.64901 -0.84140 -1.27 1.40 0.63 -0.476
C -0.85694 3.41230 0.53778 0.20 -0.22 -0.19 -0.137
C 0.65563 3.61744 0.48833 -0.01 0.10 -0.02 -0.186
C 1.29812 2.76783 -0.60295 -0.35 -0.19 0.25 -0.131
C 0.61269 2.86124 -1.99393 1.72 0.47 -1.26 -0.471
N -0.88749 2.83863 -1.92933 -0.36 -4.63 2.23 -0.019
O -1.27857 1.49823 -1.74718 0.71 3.54 -0.87 -0.049
C 1.05754 4.14549 -2.74174 0.07 0.31 0.13 -0.045
C 1.20796 1.71267 -2.88074 -0.78 -0.26 0.37 -0.042
C -3.06485 3.36505 -0.72924 0.32 -0.63 -0.25 -0.048
H -2.20452 5.72276 -0.54817 0.04 -0.39 -0.07 0.087
H -0.52126 5.63646 -0.95269 -0.08 -0.16 -0.14 0.057
H -1.74146 5.35966 -2.20988 0.07 -0.09 0.09 0.092
H -1.06639 2.39492 0.89356 -0.05 0.05 -0.25 0.123
H -1.28376 4.08823 1.28971 -0.13 -0.02 -0.31 0.123
H 0.90100 4.67317 0.33465 -0.09 -0.02 0.00 0.102
H 1.08848 3.34752 1.45904 -0.03 0.04 -0.14 0.115
H 2.35751 3.04374 -0.68657 -0.22 -0.08 -0.27 0.127
H 1.28418 1.72506 -0.25826 -0.09 0.04 -0.24 0.115
H 0.51482 4.25809 -3.68767 0.00 -0.07 0.20 0.092
H 2.12820 4.10827 -2.98794 -0.29 -0.23 0.14 0.086
H 0.92873 5.05919 -2.16369 -0.11 -0.04 -0.02 0.056
H 1.10100 0.72614 -2.41507 -0.12 0.25 -0.09 0.057
H 2.28300 1.85780 -3.04316 -0.27 0.27 0.20 0.088
H 0.72816 1.68099 -3.86625 0.00 0.06 0.20 0.088
H -3.57831 3.62605 -1.66408 0.18 -0.07 0.15 0.087
H -3.51538 3.96124 0.07367 0.38 0.08 -0.17 0.083
H -3.29916 2.32215 -0.49585 0.25 0.10 -0.17 0.071